Run P
Below is a 2-piece molecular cluster, C4H6F2N2 overall, with properties calculated with ωB97M-V/def2-TZVPD.

CARTESIAN COORDINATES (ANGSTROEM)
C 0.196 0.109 -1.907
C 1.098 0.261 1.285
C -1.319 0.159 1.879
C 1.177 -0.705 -1.335
N -1.026 -0.190 -1.915
N 0.083 0.369 2.008
F 0.584 1.262 -2.594
F 2.315 0.552 1.599
H -1.266 -0.945 1.548
H -1.967 0.810 1.369
H -1.529 0.135 2.959
H 2.279 -0.359 -1.283
H 0.890 -1.825 -1.112
H -1.516 0.366 -2.501

Output
Orbital gap (alpha / beta) (eV): 7.5581 / 8.4421
LUMO level (alpha / beta) (eV): -0.98 / -0.62
HOMO (alpha / beta) (eV): -8.53 / -9.06

Atom charges from the natural (NBO) analysis, given in e for atoms 1 to 6: 0.507, 0.641, -0.431, -0.413, -0.637, -0.482

Run Q
Below is one molecule with the formula C4H6F2N2, with properties calculated with ωB97M-V/def2-TZVPD.

CARTESIAN COORDINATES (ANGSTROEM)
C 1.542 0.290 -1.082
C 0.278 0.393 -0.149
C -0.351 -0.894 0.299
C -0.242 1.612 0.138
H 2.470 -0.015 -0.358
H 1.699 1.271 -1.712
H 1.396 -0.623 -1.784
H -1.906 -1.444 1.564
H -1.886 0.199 1.278
H -0.487 -2.734 0.274
N -1.639 -0.725 0.856
N 0.204 -2.003 0.041
F 0.250 2.799 -0.188
F -1.328 1.872 0.822

Output
Orbital gap (eV): 10.2299
LUMO level (eV): 0.81
SMILES: [H]/N=C(\N)C(C)=C(F)F
HOMO (eV): -9.42

Atom charges from the natural (NBO) analysis, given in e for atoms 1 to 6: -0.642, -0.238, 0.423, 0.765, 0.236, 0.233

Which of them is most stable, and which least? Most stable: run Q; least stable: run P.

Run P
Below is C23H19Cl4I2N4O2SSiTa as an isolated structure, with properties calculated with ωB97M-V/def2-TZVPD.

CARTESIAN COORDINATES (ANGSTROEM)
Ta 1.482 0.526 -0.438
I -4.492 -2.889 3.517
C -3.103 -1.979 2.262
C -3.491 -1.524 1.011
C -2.550 -0.949 0.173
I -3.121 -0.252 -1.704
C -1.205 -0.840 0.546
O -0.319 -0.366 -0.313
C -0.837 -1.263 1.833
C 0.593 -1.191 2.297
N 1.317 0.027 1.863
C 0.808 1.218 2.563
C 1.586 2.414 2.105
C 1.805 3.525 2.901
C 2.529 4.584 2.381
C 3.025 4.494 1.089
C 2.779 3.347 0.364
N 2.068 2.328 0.862
C -1.789 -1.825 2.673
H -4.521 -1.609 0.692
H 0.608 -1.248 3.390
H 1.170 -2.041 1.938
H 2.295 -0.108 2.124
H -0.249 1.330 2.308
H 0.877 1.108 3.649
H 1.416 3.551 3.909
H 2.715 5.464 2.981
H 3.605 5.292 0.650
H 3.164 3.219 -0.639
H -1.492 -2.158 3.661
O 0.341 2.218 -1.006
N -0.292 2.260 -2.188
C -1.284 3.166 -2.312
C -1.959 3.289 -3.494
C -1.598 2.464 -4.564
C -0.584 1.551 -4.407
C 0.090 1.439 -3.186
S 1.404 0.355 -2.901
H -1.479 3.742 -1.422
H -2.754 4.014 -3.575
H -2.115 2.542 -5.510
H -0.277 0.901 -5.213
Cl 3.912 0.421 -0.428
Si 2.211 -2.048 -0.706
Cl 3.304 -3.009 0.793
Cl 3.098 -2.688 -2.450
Cl -1.463 -5.482 1.638
C -0.993 -4.545 0.278
C -1.854 -4.344 -0.788
C -1.420 -3.571 -1.853
C -0.167 -3.000 -1.808
N 0.660 -3.207 -0.769
C 0.266 -3.978 0.253
H -2.842 -4.785 -0.778
H -2.057 -3.390 -2.706
H 0.202 -2.353 -2.593
H 0.978 -4.145 1.048

Output
Orbital gap (alpha / beta) (eV): 6.4919 / 7.5436
LUMO level (alpha / beta) (eV): -3.02 / -3.07
Total charge: +1
Multiplicity: 2
HOMO (alpha / beta) (eV): -9.51 / -10.61

Atom charges from the natural (NBO) analysis, given in e for atoms 1 to 6: 1.300, 0.189, -0.182, -0.262, -0.217, 0.168

Run Q
Below is C23H19Cl4I2N4O2SSiTa as an isolated structure, with properties calculated with ωB97M-V/def2-TZVPD.

CARTESIAN COORDINATES (ANGSTROEM)
Ta -0.232 0.261 -0.911
I 2.700 -4.958 3.984
C 1.652 -3.437 3.031
C 1.645 -2.157 3.563
C 0.968 -1.140 2.906
I 0.978 0.769 3.753
C 0.290 -1.377 1.704
O -0.342 -0.417 1.035
C 0.286 -2.684 1.208
C -0.447 -2.898 -0.066
N 0.106 -2.025 -1.130
C 1.536 -2.287 -1.430
C 2.399 -1.446 -0.546
C 3.600 -1.903 -0.037
C 4.363 -1.060 0.753
C 3.896 0.216 1.008
C 2.690 0.607 0.464
N 1.945 -0.202 -0.302
C 0.964 -3.703 1.860
H 2.164 -1.941 4.486
H -0.385 -3.938 -0.394
H -1.497 -2.619 0.037
H -0.410 -2.239 -1.979
H 1.767 -3.347 -1.310
H 1.712 -1.999 -2.467
H 3.917 -2.913 -0.255
H 5.302 -1.396 1.170
H 4.444 0.908 1.630
H 2.300 1.592 0.662
H 0.951 -4.704 1.447
O -2.181 -0.231 -0.800
N -3.179 0.246 -1.574
C -4.318 -0.485 -1.633
C -5.376 -0.021 -2.350
C -5.258 1.217 -3.005
C -4.096 1.933 -2.919
C -3.009 1.434 -2.178
S -1.518 2.225 -1.985
H -4.294 -1.414 -1.085
H -6.281 -0.607 -2.406
H -6.085 1.605 -3.584
H -3.980 2.882 -3.420
Cl 1.139 3.049 -3.855
Si 1.738 1.808 -2.313
Cl 3.162 0.616 -3.253
Cl -0.229 -0.300 -3.263
Cl 1.329 5.753 1.042
C 0.288 4.395 1.222
C -0.774 4.412 2.106
C -1.552 3.268 2.187
C -1.241 2.172 1.411
N -0.215 2.165 0.547
C 0.526 3.268 0.449
H -0.983 5.286 2.706
H -2.395 3.212 2.860
H -1.819 1.263 1.482
H 1.339 3.284 -0.265

Output
Orbital gap (alpha / beta) (eV): 5.8640 / 7.1460
LUMO level (alpha / beta) (eV): -3.47 / -3.61
Total charge: +1
Multiplicity: 2
HOMO (alpha / beta) (eV): -9.33 / -10.76

Atom charges from the natural (NBO) analysis, given in e for atoms 1 to 6: 1.580, 0.190, -0.181, -0.246, -0.218, 0.173

Which of them is most stable, and which least? Most stable: run P; least stable: run Q.

Run P
Below is a 2-piece molecular cluster, C4H10NO2S overall, with properties calculated with ωB97M-V/def2-TZVPD.

CARTESIAN COORDINATES (ANGSTROEM)
C -1.958 -0.074 -0.936
C -1.506 -1.424 -1.477
S 0.257 -1.850 -1.237
N -1.262 1.096 -1.432
H -1.868 -0.066 0.145
H -3.024 0.036 -1.165
H -1.702 -1.460 -2.553
H -2.115 -2.206 -1.017
H -1.139 1.033 -2.434
H -0.332 1.150 -1.024
O 1.572 1.495 0.295
C 1.505 0.644 1.171
O 0.684 -0.340 1.209
C 2.436 0.736 2.378
H 0.499 -1.046 0.055
H 1.925 1.241 3.197
H 3.329 1.301 2.119
H 2.701 -0.266 2.704

Output
Orbital gap (eV): 7.8399
LUMO level (eV): 3.73
Total charge: -1
HOMO (eV): -4.11

Atom charges from the natural (NBO) analysis, given in e for atoms 1 to 6: -0.226, -0.517, -0.350, -0.856, 0.201, 0.156

Run Q
Below is a 2-piece molecular cluster, C4H10NO2S overall, with properties calculated with ωB97M-V/def2-TZVPD.

CARTESIAN COORDINATES (ANGSTROEM)
O -1.422 -1.063 -1.250
C -0.940 -0.282 -0.413
N 0.329 -0.475 0.003
C 0.966 0.378 1.031
C 1.823 1.468 0.433
S 2.541 2.401 1.852
C -1.650 1.004 -0.105
H 0.799 -1.220 -0.486
H 0.165 0.890 1.565
H 1.560 -0.194 1.745
H 2.544 1.079 -0.313
H 1.228 2.038 -0.278
H -2.006 1.104 0.924
H -2.518 1.001 -0.754
H -0.996 1.842 -0.360
H -0.747 -3.815 -0.588
H -0.907 -2.589 -1.476
O -0.770 -3.566 -1.530

Output
Orbital gap (eV): 6.2447
LUMO level (eV): 3.36
Total charge: -1
HOMO (eV): -2.89

Atom charges from the natural (NBO) analysis, given in e for atoms 1 to 6: -0.701, 0.686, -0.599, -0.246, -0.526, -0.706

Which of them is most stable, and which least? Most stable: run P; least stable: run Q.

Run P
Below is a 2-piece molecular cluster, C4H10NO2S overall, with properties calculated with ωB97M-V/def2-TZVPD.

CARTESIAN COORDINATES (ANGSTROEM)
C -0.809 1.082 0.175
N -0.990 -0.251 0.708
C -1.745 -0.469 1.785
O -2.106 -1.539 2.236
C 0.635 1.520 0.089
C 1.655 0.543 -0.529
S 1.423 0.245 -2.311
H -1.200 1.141 -0.848
H -1.402 1.771 0.762
H -0.650 -1.011 0.136
H -1.980 0.476 2.267
H 0.715 2.401 -0.543
H 1.004 1.851 1.074
H 2.641 0.989 -0.305
H 1.656 -0.410 -0.026
H 0.590 -2.181 -2.033
H 0.554 -3.450 -1.175
O 0.009 -2.708 -1.462

Output
Orbital gap (eV): 6.6991
LUMO level (eV): 3.72
Total charge: -1
HOMO (eV): -2.98

Atom charges from the natural (NBO) analysis, given in e for atoms 1 to 6: -0.223, -0.606, 0.530, -0.652, -0.419, -0.521

Run Q
Below is a 2-piece molecular cluster, C4H10NO2S overall, with properties calculated with ωB97M-V/def2-TZVPD.

CARTESIAN COORDINATES (ANGSTROEM)
O 0.593 -2.490 2.199
C 0.421 -1.394 1.676
N -0.072 -1.245 0.431
C -0.418 0.013 -0.268
C 0.086 1.262 0.444
S 0.169 2.691 -0.700
C -1.942 0.079 -0.468
H 0.677 -0.466 2.192
H -0.138 -2.132 -0.048
H 0.056 -0.043 -1.246
H 1.087 1.106 0.849
H -0.585 1.516 1.269
H -2.217 -0.228 -1.473
H -2.484 -0.546 0.250
H -2.294 1.104 -0.377
H 2.447 -0.424 -1.196
H 2.132 1.020 -1.589
O 2.480 0.177 -1.946

Output
Orbital gap (eV): 6.7364
LUMO level (eV): 3.60
Total charge: -1
HOMO (eV): -3.14

Atom charges from the natural (NBO) analysis, given in e for atoms 1 to 6: -0.673, 0.514, -0.611, -0.076, -0.545, -0.696

Which of them is most stable, and which least? Most stable: run P; least stable: run Q.